Entry 1:
Below is a cluster of 10 separate species, C43H73O22P2S in total in a non-equilibrium geometry, with properties calculated with wB97M-V/def2-TZVPD.

Properties
orbital gap: 0.29971 Ha
relative energy (zero: lowest compared OMol25 entry of this formula, charge and spin): 15.6 kcal per mole
LUMO: -3.0 eV

```
! RIJCOSX wB97M-V def2-TZVPD def2/J DEFGRID3
* xyz 1 1
C -2.978 -0.940 3.731
C -3.364 -1.363 2.317
O -2.763 -0.446 1.367
C -2.463 -0.960 0.133
S -0.731 -0.562 -0.332
P -0.648 1.515 0.092
P -0.814 1.798 2.263
O -0.581 0.621 3.099
O 0.226 3.003 2.406
O -2.250 2.418 2.543
C 0.440 -1.571 0.714
C -0.234 -2.231 1.904
C 1.699 -0.780 1.033
C 2.514 -0.362 -0.218
H -2.329 -0.068 3.660
H -2.438 -1.723 4.253
H -3.853 -0.651 4.308
H -4.446 -1.354 2.181
H -3.006 -2.372 2.107
H -3.045 -0.497 -0.671
H -2.535 -2.048 0.045
H 0.719 1.742 -0.128
H 0.213 3.369 3.306
H -2.321 3.358 2.319
H 0.730 -2.369 0.025
H -1.046 -2.888 1.592
H -0.608 -1.515 2.631
H 0.516 -2.859 2.385
H 1.483 0.081 1.663
H 2.307 -1.462 1.628
H 2.638 0.719 -0.272
H 3.507 -0.803 -0.185
H 2.033 -0.705 -1.136
O 0.792 -3.860 -1.419
C -0.087 -3.863 -2.243
O -1.349 -4.199 -1.932
C -2.175 -4.218 -3.135
C -1.443 -3.315 -4.116
C 0.015 -3.528 -3.712
H -2.242 -5.247 -3.480
H -3.168 -3.873 -2.870
H -1.661 -3.559 -5.150
H -1.726 -2.273 -3.946
H 0.453 -4.381 -4.235
H 0.644 -2.654 -3.863
O 0.781 -5.570 -6.462
C 1.700 -6.280 -6.166
O 2.702 -6.553 -7.029
C 3.613 -7.510 -6.461
C 3.415 -7.402 -4.953
C 1.940 -7.022 -4.862
H 3.351 -8.499 -6.844
H 4.618 -7.260 -6.789
H 3.676 -8.317 -4.425
H 4.030 -6.594 -4.556
H 1.286 -7.896 -4.847
H 1.705 -6.388 -4.010
O -3.390 -4.864 5.988
C -3.258 -3.961 6.762
O -3.316 -2.666 6.363
C -3.017 -1.787 7.468
C -3.318 -2.605 8.718
C -2.985 -4.020 8.251
H -1.964 -1.503 7.406
H -3.635 -0.896 7.371
H -2.749 -2.273 9.582
H -4.380 -2.536 8.960
H -1.929 -4.260 8.391
H -3.591 -4.794 8.714
O -3.275 2.590 -4.409
C -3.292 3.490 -3.620
O -3.212 4.785 -3.987
C -3.127 5.637 -2.824
C -3.728 4.814 -1.689
C -3.352 3.395 -2.108
H -2.078 5.883 -2.660
H -3.674 6.553 -3.034
H -3.349 5.113 -0.713
H -4.813 4.921 -1.678
H -2.358 3.107 -1.760
H -4.073 2.641 -1.802
O 3.905 3.762 -0.673
C 3.751 4.709 0.048
O 4.414 5.867 -0.112
C 4.099 6.778 0.961
C 2.749 6.312 1.496
C 2.836 4.807 1.252
H 4.879 6.705 1.716
H 4.080 7.787 0.557
H 2.589 6.591 2.536
H 1.943 6.741 0.899
H 3.313 4.281 2.082
H 1.881 4.341 1.029
O -4.156 -4.506 -5.285
C -4.972 -5.365 -5.098
O -4.846 -6.263 -4.094
C -5.906 -7.240 -4.161
C -7.021 -6.560 -4.947
C -6.232 -5.651 -5.886
H -5.518 -8.125 -4.669
H -6.184 -7.508 -3.145
H -7.673 -7.269 -5.452
H -7.632 -5.957 -4.275
H -5.942 -6.158 -6.809
H -6.739 -4.724 -6.137
O -0.896 -1.798 8.859
C -0.293 -1.071 8.127
O -0.572 -0.997 6.802
C 0.343 -0.108 6.138
C 0.879 0.802 7.239
C 0.846 -0.124 8.456
H 1.133 -0.706 5.678
H -0.204 0.406 5.355
H 1.861 1.213 7.012
H 0.191 1.634 7.400
H 1.759 -0.713 8.556
H 0.650 0.388 9.393
O -0.166 6.718 -3.754
C 0.170 6.082 -4.715
O 0.797 6.642 -5.767
C 0.986 5.670 -6.814
C 0.928 4.315 -6.116
C -0.040 4.605 -4.972
H 0.182 5.795 -7.542
H 1.937 5.874 -7.298
H 0.613 3.510 -6.777
H 1.912 4.062 -5.718
H -1.081 4.454 -5.261
H 0.170 4.032 -4.071
O 6.622 6.662 3.543
C 7.378 6.263 2.704
O 6.958 5.460 1.698
C 8.070 5.055 0.876
C 9.142 6.112 1.117
C 8.863 6.520 2.564
H 8.386 4.061 1.199
H 7.727 5.002 -0.154
H 10.149 5.741 0.942
H 8.974 6.963 0.456
H 9.385 5.886 3.283
H 9.088 7.561 2.780
*
```

=====

Entry 2:
Below is a structure of composition C43H74AsN6O4PS2W, with properties calculated with wB97M-V/def2-TZVPD.

Properties
orbital gap (spin up / spin down): 0.23382 / 0.23378 Ha
relative energy (zero: lowest compared OMol25 entry of this formula, charge and spin): 0.0 kcal per mole
LUMO (spin up / spin down): -5.8 / -5.8 eV

```
! RIJCOSX wB97M-V def2-TZVPD def2/J DEFGRID3
* xyz 2 1
W -0.854 0.564 -2.363
C 0.644 -1.615 -4.697
N 0.892 -0.236 -4.205
C 2.354 0.025 -4.278
C 3.305 -0.819 -3.410
N 3.466 -0.523 -1.984
C 3.014 0.755 -1.491
C 3.236 -1.572 -1.043
C 4.348 -2.161 -0.452
C 4.220 -3.070 0.587
C 2.957 -3.382 1.068
C 1.839 -2.827 0.468
C 1.950 -1.951 -0.613
S 0.465 -1.685 -1.550
C 0.108 0.643 -5.049
C 0.413 0.990 -6.360
C -0.523 1.716 -7.081
C -1.740 2.067 -6.501
C -2.014 1.736 -5.181
C -1.070 1.030 -4.441
S -2.529 1.884 -2.065
H 1.021 -1.703 -5.721
H -0.423 -1.816 -4.689
H 1.144 -2.333 -4.058
H 2.532 1.091 -4.128
H 2.659 -0.202 -5.306
H 4.283 -0.690 -3.887
H 3.050 -1.871 -3.535
H 3.309 0.868 -0.452
H 1.939 0.866 -1.539
H 3.472 1.567 -2.064
H 5.325 -1.858 -0.806
H 5.101 -3.510 1.034
H 2.841 -4.068 1.898
H 0.848 -3.083 0.829
H 1.343 0.688 -6.824
H -0.315 1.990 -8.107
H -2.475 2.609 -7.082
H -2.955 2.035 -4.738
N -1.930 -0.382 -0.606
C -2.507 -1.704 -0.861
C -3.856 -1.925 -0.178
C -4.365 -3.371 -0.210
C -3.470 -4.409 0.472
N -2.193 -4.688 -0.199
C -2.043 -5.194 -1.421
N -0.867 -5.044 -2.034
N -3.017 -5.897 -1.991
C -2.501 -1.943 -2.369
O -3.005 -2.918 -2.872
O -1.838 -1.042 -3.071
H -1.191 -0.378 0.127
H -2.654 0.272 -0.326
H -1.791 -2.418 -0.475
H -4.611 -1.275 -0.629
H -3.748 -1.611 0.865
H -4.565 -3.666 -1.239
H -5.320 -3.400 0.317
H -4.020 -5.344 0.600
H -3.204 -4.082 1.478
H -1.343 -4.388 0.252
H -0.317 -4.210 -1.843
H -0.715 -5.495 -2.921
H -3.864 -6.095 -1.487
H -3.048 -5.986 -2.992
O 0.137 0.253 1.051
P 0.141 0.619 2.520
C -0.143 2.435 2.646
C -0.940 2.971 1.444
C -2.450 2.826 1.601
C -2.926 3.506 2.881
C -2.203 2.945 4.102
C -0.684 3.033 3.958
C -1.205 -0.326 3.348
C -1.363 -1.750 2.772
C -0.497 -2.814 3.441
C -0.707 -2.822 4.951
C -0.403 -1.449 5.540
C -1.247 -0.351 4.891
C 1.736 0.171 3.304
C 2.126 0.878 4.618
C 2.808 2.235 4.439
C 3.948 2.180 3.426
C 3.490 1.584 2.098
C 2.904 0.191 2.307
H 0.880 2.796 2.515
H -0.589 2.490 0.527
H -0.710 4.043 1.368
H -2.722 1.763 1.622
H -2.959 3.249 0.731
H -4.005 3.393 2.997
H -2.729 4.580 2.804
H -2.517 1.910 4.259
H -2.505 3.490 4.998
H -0.189 2.595 4.827
H -0.405 4.092 3.962
H -2.081 0.237 3.009
H -1.174 -1.738 1.695
H -2.413 -2.031 2.917
H 0.560 -2.647 3.211
H -0.745 -3.796 3.022
H -0.081 -3.582 5.420
H -1.747 -3.089 5.169
H 0.663 -1.237 5.431
H -0.602 -1.449 6.613
H -0.981 0.620 5.307
H -2.290 -0.520 5.177
H 1.556 -0.880 3.541
H 2.834 0.213 5.125
H 1.273 0.970 5.293
H 3.189 2.561 5.408
H 2.085 2.996 4.136
H 4.756 1.558 3.825
H 4.367 3.177 3.281
H 4.330 1.525 1.402
H 2.745 2.241 1.628
H 3.690 -0.449 2.721
H 2.592 -0.266 1.368
C 1.982 4.341 -1.543
As 0.494 3.778 -2.591
C 0.843 3.976 -4.451
C -1.039 4.786 -2.068
O 0.354 2.108 -2.246
H 2.109 5.418 -1.644
H 2.879 3.828 -1.883
H 1.782 4.083 -0.504
H 1.013 5.033 -4.658
H -0.014 3.611 -5.017
H 1.730 3.401 -4.707
H -0.732 5.833 -2.067
H -1.343 4.485 -1.067
H -1.853 4.631 -2.770
*
```

=====

Entry 3:
Below is a structure of composition C43H74Br2ClNO12P2S2Si2 in a non-equilibrium geometry, with properties calculated with wB97M-V/def2-TZVPD.

Properties
orbital gap: 0.25487 Ha
LUMO: -1.2 eV

```
! RIJCOSX wB97M-V def2-TZVPD def2/J DEFGRID3
* xyz 0 1
C -1.133 1.420 2.664
C -1.178 2.402 1.425
C -1.582 1.668 0.068
Cl -1.468 2.912 -1.284
Si -0.333 0.244 -0.265
O -0.208 -0.152 -1.934
C 1.392 0.961 0.197
C 2.393 -0.295 0.172
O -0.553 -1.102 0.747
Si -1.874 -2.114 0.243
C -1.528 -2.978 -1.412
C 0.031 -3.377 -1.518
C 0.427 -4.646 -0.655
C 1.559 -4.161 0.372
C 2.467 -5.332 0.905
O 2.915 -4.934 2.249
C 4.305 -4.815 2.289
C 5.033 -5.889 3.193
O 4.938 -3.961 1.727
C -1.884 -3.530 1.557
C -3.007 -4.542 1.091
C -3.550 -5.499 2.233
S -4.069 -4.662 3.789
C -2.709 -4.891 5.017
S -2.872 -5.842 6.341
N -1.456 -4.177 4.756
C -1.383 -2.901 5.441
C -0.504 -1.872 4.840
C -0.339 -0.549 5.465
C -1.059 -0.186 6.702
C -1.948 -1.217 7.267
C -2.107 -2.531 6.655
C -0.276 -4.999 4.949
C 0.912 -4.604 5.717
C 2.018 -5.568 5.767
C 2.017 -6.878 5.132
C 0.827 -7.275 4.363
C -0.269 -6.325 4.281
C -3.573 -1.279 0.406
Br -4.352 -1.230 2.233
C -4.313 -0.681 -0.576
C -3.780 -0.613 -2.044
Br -6.040 0.159 -0.202
H -1.470 1.953 3.601
H -0.105 1.030 2.891
H -1.806 0.530 2.526
H -0.209 2.951 1.331
H -1.973 3.166 1.654
H -2.638 1.329 0.221
H -0.077 0.707 -2.388
H 1.695 1.699 -0.604
H 1.415 1.397 1.225
H 3.465 0.027 0.149
H 2.208 -0.944 1.068
H 2.199 -0.929 -0.739
H -2.100 -3.942 -1.530
H -1.729 -2.371 -2.330
H 0.166 -3.673 -2.602
H 0.707 -2.500 -1.360
H -0.427 -5.142 -0.134
H 0.959 -5.362 -1.344
H 1.155 -3.523 1.197
H 2.233 -3.490 -0.239
H 3.408 -5.326 0.279
H 1.974 -6.337 0.916
H 4.685 -5.696 4.242
H 4.627 -6.885 2.861
H 6.146 -5.843 3.078
H -2.120 -3.045 2.551
H -0.874 -3.999 1.680
H -2.649 -5.222 0.260
H -3.906 -3.999 0.667
H -4.483 -5.991 1.825
H -2.836 -6.345 2.433
H 0.053 -2.092 3.892
H 0.331 0.210 4.989
H -0.958 0.824 7.163
H -2.506 -0.934 8.195
H -2.807 -3.244 7.145
H 0.970 -3.610 6.218
H 2.923 -5.281 6.350
H 2.857 -7.612 5.183
H 0.724 -8.254 3.845
H -1.165 -6.599 3.670
H -2.770 -0.149 -2.161
H -3.809 -1.668 -2.448
H -4.544 -0.039 -2.645
O -3.494 0.732 -8.452
P -2.698 1.816 -7.759
O -2.008 2.508 -9.083
C -2.819 3.330 -9.916
C -2.975 4.721 -9.327
O -1.424 0.871 -7.292
C -1.621 -0.506 -6.978
C -1.155 -1.376 -8.128
O -2.016 3.039 -6.807
C -2.567 3.203 -5.488
C -2.068 2.134 -4.534
H -3.796 2.864 -10.075
H -2.321 3.396 -10.885
H -3.551 4.689 -8.399
H -3.492 5.381 -10.027
H -2.001 5.151 -9.088
H -2.662 -0.710 -6.719
H -1.021 -0.726 -6.089
H -1.678 -1.127 -9.053
H -1.319 -2.433 -7.908
H -0.091 -1.217 -8.315
H -3.659 3.200 -5.541
H -2.255 4.187 -5.133
H -2.505 1.162 -4.777
H -2.343 2.375 -3.504
H -0.983 2.030 -4.598
O 2.166 8.399 1.211
P 3.059 7.321 0.639
O 1.940 6.126 0.477
C 1.000 6.220 -0.590
C 1.616 5.761 -1.899
O 3.729 6.827 2.068
C 3.927 7.754 3.133
C 2.854 7.575 4.188
O 4.189 6.318 -0.127
C 5.375 6.958 -0.631
C 6.361 7.273 0.479
H 0.621 7.243 -0.675
H 0.157 5.574 -0.336
H 2.406 6.446 -2.220
H 0.862 5.716 -2.688
H 2.071 4.775 -1.787
H 3.958 8.781 2.766
H 4.907 7.541 3.571
H 1.855 7.701 3.766
H 2.983 8.293 5.001
H 2.896 6.565 4.603
H 5.101 7.864 -1.179
H 5.832 6.266 -1.341
H 5.991 8.085 1.109
H 7.322 7.584 0.065
H 6.514 6.405 1.122
*
```